Record 1
DFT (the ωB97M-V functional and the def2-TZVPD basis) results for a molecular structure, C8H21NO6Zn in a non-equilibrium geometry.

Output
- strongest force on any atom (eV Å⁻¹) = 1.6
- charge = 0
- relative energy (zero: lowest compared OMol25 entry of this formula, charge and spin) (eV) = 0.886
- orbital gap (eV) = 8.696
- spin multiplicity = 1

Cartesian coordinates (Å):
1 O 0.655 -2.409 1.239
2 H 2.453 0.929 1.365
3 O -1.322 -0.430 0.957
4 H -3.893 3.626 -1.200
5 N 2.199 0.005 1.017
6 C -3.745 2.543 -1.228
7 O 1.083 -1.392 -1.461
8 H -0.710 -3.807 0.617
9 C 2.266 -0.889 2.219
10 H -4.473 2.146 -0.515
11 H 1.517 -0.780 4.276
12 O 0.469 2.104 -2.911
13 H -4.061 2.195 -2.212
14 H 0.491 2.305 -4.950
15 H -0.864 3.130 -4.203
16 H 0.947 -4.357 0.544
17 C -0.235 2.248 -4.140
18 H -0.779 1.316 -4.304
19 H 1.488 -1.325 -2.307
20 C 1.943 -2.324 1.813
21 H 2.705 -2.585 1.067
22 H -2.058 2.545 0.099
23 O 0.201 1.259 -0.877
24 H 0.212 -4.245 2.101
25 Zn 0.337 -0.635 0.132
26 H 2.080 -2.992 2.665
27 H 1.447 0.742 3.520
28 H 3.303 -0.915 2.573
29 H 0.315 -0.475 3.045
30 C 0.246 -3.745 1.127
31 H -2.074 -0.521 1.508
32 C -2.365 2.074 -0.832
33 H 2.983 -0.189 0.393
34 C 1.372 -0.326 3.291
35 H -2.416 0.996 -0.684
36 C -0.245 1.841 -1.822
37 O -1.475 2.337 -1.921

Atom charges from the Löwdin analysis, given in e for atoms 1 to 5: -0.25, 0.10, -0.35, 0.07, 0.05

---

Record 2
DFT (the ωB97M-V functional and the def2-TZVPD basis) results for a molecular structure, C6H8BrClSi in a non-equilibrium geometry.

Output
- strongest force on any atom (eV Å⁻¹) = 4.3
- charge = 0
- orbital gap (eV) = 9.100
- spin multiplicity = 1

Cartesian coordinates (Å):
1 C -1.641 -0.528 0.519
2 C 0.871 0.800 -2.595
3 Si 0.401 0.696 0.335
4 H -2.264 0.004 -1.430
5 H 1.000 -1.742 1.564
6 Cl -4.278 -0.853 -0.187
7 C 0.506 0.115 -1.487
8 H 1.812 1.154 2.430
9 H 2.280 -1.434 2.956
10 C -2.549 -0.369 -0.400
11 H -1.843 -0.939 1.548
12 H 0.687 -1.004 -1.482
13 C 1.445 0.209 1.966
14 H 1.037 0.271 -3.514
15 Br 0.105 2.824 0.314
16 C 1.536 -1.101 2.216
17 H 0.895 1.896 -2.752

Atom charges from the Löwdin analysis, given in e for atoms 1 to 5: -0.22, -0.07, 0.28, 0.07, 0.03

---

Record 3
DFT (the ωB97M-V functional and the def2-TZVPD basis) results for a molecular structure, C33H51BrNP3Pt in a non-equilibrium geometry.

Output
- strongest force on any atom (eV Å⁻¹) = 3.6
- charge = +4
- relative energy (zero: lowest compared OMol25 entry of this formula, charge and spin) (eV) = 4.795
- orbital gap (spin up / spin down) (eV) = 4.818 / 3.831
- spin multiplicity = 5
- <S²> = 6.05

Cartesian coordinates (Å):
1 C 3.040 -2.795 1.208
2 C 2.680 -2.553 -1.222
3 C 2.165 0.860 0.168
4 H 4.868 -1.259 2.301
5 C 4.722 -0.019 4.064
6 P -1.548 0.098 1.143
7 C -5.067 1.770 -3.042
8 H -1.699 1.730 -4.025
9 C 2.288 0.971 -3.244
10 C -3.791 1.759 -2.207
11 C -2.256 -3.739 3.666
12 H -0.908 3.969 -1.905
13 H 2.050 2.872 -2.263
14 H -4.017 1.803 -1.132
15 H 1.623 -1.686 -2.996
16 H -2.483 -4.720 1.760
17 H -5.864 1.183 -2.566
18 C -0.980 3.779 -0.827
19 H -3.466 1.284 -5.619
20 H -3.274 -1.962 -1.755
21 C 4.259 -0.968 3.149
22 H 1.858 -0.095 0.622
23 H -1.030 -3.448 -0.664
24 C -2.234 -2.603 1.530
25 H -4.313 -1.915 -4.065
26 H 0.269 0.531 2.717
27 P -2.760 0.270 -2.445
28 C -2.018 0.683 -4.106
29 H -1.087 0.076 -4.192
30 H -1.163 4.743 -0.331
31 H 2.223 0.200 6.199
32 H -4.924 1.395 -4.064
33 H -0.249 2.016 1.873
34 C -1.850 -1.356 3.580
35 H -3.517 0.988 2.214
36 C 2.228 -1.095 4.470
37 H -2.204 0.187 -6.177
38 H 2.943 0.596 -0.568
39 C 1.447 1.972 -2.472
40 C 2.959 -1.510 3.341
41 H 4.127 -2.834 1.171
42 C 2.711 1.808 1.235
43 H -3.060 1.954 0.779
44 C -2.329 -3.778 2.282
45 C 0.308 3.177 -0.273
46 N 4.005 0.381 5.112
47 H 2.593 2.866 0.964
48 H 1.772 0.019 -3.348
49 H 0.298 3.219 0.820
50 H 0.791 -4.366 1.032
51 C 0.426 -1.950 -1.211
52 H -5.422 2.805 -3.113
53 P 0.734 1.457 -0.850
54 H -1.853 3.142 -0.640
55 H 1.402 -2.838 2.606
56 H -4.489 -0.821 -1.153
57 H 3.778 1.606 1.379
58 H -1.686 -0.407 4.097
59 H 2.223 1.644 2.204
60 H -3.892 0.374 0.584
61 H 3.262 0.788 -2.771
62 H -3.540 -0.452 -5.217
63 C -2.870 0.410 -5.329
64 C -3.164 0.939 1.176
65 H 5.725 0.418 3.938
66 C -2.049 -2.522 4.325
67 C 2.287 -3.115 0.043
68 H 1.232 -1.497 4.657
69 C 2.787 -0.139 5.323
70 C 0.981 -3.652 0.232
71 C -3.933 -1.128 -2.053
72 C 1.634 -2.002 -1.948
73 H -1.248 1.373 3.179
74 H -2.042 -2.458 5.416
75 C -1.882 -1.407 2.170
76 H 2.471 1.344 -4.261
77 C -0.015 -3.113 -0.542
78 C 2.376 -2.412 2.361
79 H 3.721 -2.500 -1.551
80 H 0.586 2.288 -3.079
81 C -0.593 1.095 2.343
82 H -5.319 -2.561 -2.790
83 H -3.131 2.605 -2.446
84 H -5.648 -0.927 -3.388
85 H 1.166 3.798 -0.574
86 Pt -0.754 -0.390 -0.990
87 H -2.387 -2.601 0.453
88 H -2.371 -4.651 4.258
89 Br -1.355 -1.991 -3.302
90 C -4.848 -1.637 -3.151

Atom charges from the Löwdin analysis, given in e for atoms 1 to 5: 0.07, 0.07, -0.35, 0.12, -0.07

---

Record 4
DFT (the ωB97M-V functional and the def2-TZVPD basis) results for a molecular structure, C42H105As2Br4F12N8O9P in a non-equilibrium geometry.

Output
- strongest force on any atom (eV Å⁻¹) = 5.6
- charge = +2
- orbital gap (eV) = 2.032
- spin multiplicity = 1

Cartesian coordinates (Å):
1 C 15.460 24.221 9.623
2 F 9.090 13.116 14.471
3 H 16.189 23.532 15.721
4 H 12.818 20.886 18.122
5 H 13.723 15.205 15.061
6 H 14.945 22.992 16.697
7 H 10.486 16.062 10.159
8 H 8.355 18.406 12.163
9 H 9.160 24.391 12.861
10 C 8.599 13.818 19.719
11 H 15.568 25.854 15.948
12 H 15.763 24.915 17.490
13 H 14.306 17.647 10.081
14 H 13.407 12.126 11.886
15 H 15.674 19.780 15.012
16 C 14.282 23.691 14.667
17 C 11.505 16.288 10.473
18 F 12.627 23.514 20.810
19 N 16.685 16.428 13.552
20 H 10.233 22.485 13.638
21 H 13.277 24.025 14.926
22 C 12.331 12.134 13.712
23 H 10.173 25.650 13.544
24 N 17.351 19.871 16.449
25 C 11.823 17.569 16.306
26 H 12.002 18.764 18.985
27 H 12.523 16.799 16.631
28 H 11.380 14.249 16.551
29 As 12.131 24.409 19.301
30 C 16.228 25.533 9.815
31 C 16.120 12.235 19.747
32 H 16.801 21.083 14.824
33 H 16.856 19.308 17.126
34 H 15.068 12.169 19.469
35 O 18.396 22.092 16.588
36 Br 16.010 18.571 19.246
37 Br 12.426 13.880 20.550
38 H 8.394 23.906 15.232
39 C 12.150 17.559 21.443
40 H 13.017 16.924 21.263
41 O 17.696 13.994 20.373
42 C 14.097 22.333 13.898
43 H 9.104 14.002 20.667
44 O 11.787 9.595 12.644
45 H 16.183 17.015 12.900
46 H 11.618 20.960 19.531
47 F 9.171 13.058 11.902
48 C 14.416 15.253 14.221
49 N 12.704 19.272 19.504
50 H 10.903 14.769 18.919
51 H 15.264 14.188 17.703
52 C 15.150 25.092 16.605
53 H 8.886 12.797 19.468
54 F 8.314 15.478 14.471
55 H 12.261 24.634 12.679
56 H 16.470 11.717 20.640
57 C 9.936 19.564 11.171
58 H 16.456 15.530 17.909
59 Br 8.014 19.780 20.243
60 H 18.234 15.487 12.364
61 C 14.393 17.105 8.072
62 N 8.467 19.116 16.874
63 H 14.601 15.737 18.114
64 H 11.249 17.059 21.086
65 N 10.240 15.014 18.197
66 N 13.813 17.009 9.472
67 C 16.258 20.508 15.574
68 C 15.139 23.741 15.929
69 C 12.633 20.759 19.189
70 F 8.463 15.560 11.877
71 H 11.294 17.152 15.449
72 H 14.658 14.243 13.888
73 H 8.280 20.136 12.480
74 C 12.291 17.122 9.459
75 H 15.757 23.510 11.640
76 H 14.699 14.513 20.076
77 H 13.422 10.468 10.181
78 H 11.224 23.489 14.734
79 H 7.107 17.383 16.622
80 C 19.252 20.357 18.058
81 C 11.722 23.687 12.656
82 C 12.681 10.221 12.088
83 H 13.222 18.463 14.847
84 H 14.342 9.220 11.127
85 O 10.980 17.737 17.390
86 H 11.521 16.907 11.370
87 C 14.931 23.766 10.976
88 H 7.548 13.813 20.007
89 H 14.177 11.379 13.069
90 F 13.322 23.391 18.343
91 C 9.760 24.659 13.731
92 H 14.088 16.083 9.769
93 H 9.819 22.366 16.597
94 H 8.068 25.544 14.763
95 H 15.580 21.038 16.243
96 C 8.959 19.292 12.357
97 H 11.243 20.999 10.355
98 H 13.731 21.676 14.686
99 C 7.486 18.222 16.038
100 F 10.911 25.291 20.185
101 H 19.931 19.641 17.596
102 H 17.883 19.199 15.916
103 H 17.665 14.451 13.699
104 H 6.669 18.783 15.583
105 C 12.435 19.019 21.023
106 H 9.580 21.535 18.075
107 N 15.597 14.831 19.739
108 C 12.643 18.739 15.728
109 C 17.365 15.180 12.946
110 H 13.313 19.170 16.472
111 H 18.789 19.942 18.954
112 C 13.365 9.636 10.883
113 H 15.807 15.683 20.238
114 H 14.728 24.424 13.994
115 H 13.908 17.986 7.651
116 H 13.395 21.220 19.816
117 C 8.520 20.565 16.427
118 H 11.165 23.567 11.726
119 O 12.489 19.905 21.872
120 H 17.141 25.382 10.391
121 H 10.097 13.179 17.017
122 P 12.956 22.308 12.387
123 C 8.878 24.835 14.934
124 Br 15.381 18.901 11.819
125 F 10.409 14.887 13.262
126 H 16.691 14.660 12.264
127 H 11.425 12.423 13.180
128 H 12.213 11.419 14.526
129 H 13.269 22.535 10.055
130 H 10.219 21.665 11.560
131 C 14.000 22.529 10.864
132 F 10.906 23.149 19.056
133 C 15.494 15.121 18.218
134 H 16.611 25.885 8.858
135 H 10.632 18.727 11.114
136 H 8.173 17.810 15.298
137 H 12.550 19.824 11.980
138 C 15.637 16.143 14.662
139 C 8.824 14.893 18.732
140 C 11.980 20.702 12.284
141 H 14.187 25.446 16.973
142 H 20.008 21.084 18.355
143 As 8.717 14.310 13.153
144 O 7.856 15.555 18.302
145 H 9.389 18.705 16.834
146 F 13.422 25.577 19.692
147 F 11.669 25.130 17.739
148 H 11.913 19.508 15.476
149 H 8.284 19.045 17.865
150 C 10.337 14.232 16.869
151 H 11.803 17.581 22.476
152 H 13.771 15.737 13.488
153 H 14.386 24.599 11.421
154 H 14.577 21.605 10.826
155 C 18.340 20.935 17.001
156 C 10.675 23.469 13.792
157 C 10.805 20.776 11.328
158 H 10.605 20.741 16.984
159 H 10.443 15.978 17.973
160 H 9.394 25.153 15.841
161 H 12.877 13.036 13.990
162 H 12.814 8.778 10.498
163 O 15.441 17.045 15.497
164 H 9.293 19.565 10.291
165 H 16.113 23.455 9.205
166 H 14.727 24.376 8.832
167 H 14.039 16.253 7.492
168 H 16.685 11.929 18.866
169 H 9.467 19.056 13.292
170 H 11.705 20.471 13.314
171 H 15.063 22.017 13.502
172 H 15.612 26.335 10.222
173 C 9.709 21.362 17.006
174 H 17.244 17.193 13.901
175 F 6.951 13.857 13.142
176 C 16.563 13.682 20.020
177 H 15.472 17.237 8.145
178 N 13.260 11.497 12.662
179 H 9.608 14.684 16.196
180 H 13.617 18.911 19.266
181 H 11.969 15.345 10.763
182 O 11.716 18.034 8.857
183 O 7.624 21.073 15.769

Atom charges from the Löwdin analysis, given in e for atoms 1 to 5: -0.26, -0.30, 0.09, 0.07, 0.08

---

Record 5
DFT (the ωB97M-V functional and the def2-TZVPD basis) results for 7 unconnected molecules or ions with the total composition C21H42O21 in a non-equilibrium geometry.

Output
- strongest force on any atom (eV Å⁻¹) = 1.7
- SMILES = COC(=O)OC.COC(=O)OC.COC(=O)OC.COC(=O)OC.COC(=O)OC.COC(=O)OC.COC(=O)OC
- charge = 0
- relative energy (zero: lowest compared OMol25 entry of this formula, charge and spin) (eV) = 0.899
- orbital gap (eV) = 11.340
- spin multiplicity = 1

Cartesian coordinates (Å):
1 H -13.303 -8.437 26.103
2 H -7.759 -2.297 25.068
3 C -6.792 -0.746 21.731
4 C -12.497 -7.744 28.711
5 H -12.210 -1.476 32.394
6 H -4.492 -4.596 24.187
7 H -11.390 2.167 24.156
8 H -11.881 -6.753 31.187
9 H -6.798 -3.711 24.701
10 H -10.524 -4.546 31.800
11 O -7.245 -4.912 33.941
12 O -9.372 1.742 24.215
13 H -15.922 -6.350 31.790
14 H -13.813 -6.858 26.682
15 H -11.082 -3.440 28.449
16 H -11.398 -5.178 28.486
17 H -5.501 0.326 24.761
18 C -8.363 1.751 25.064
19 H -10.566 2.864 25.520
20 H -3.340 -3.382 23.706
21 O -8.444 -4.185 25.829
22 H -5.996 -0.009 21.831
23 H -10.021 -3.401 22.610
24 O -6.334 -2.082 21.750
25 O -10.218 -2.746 25.871
26 O -8.279 2.324 26.110
27 H -8.315 -8.035 22.973
28 C -9.536 -4.601 31.355
29 O -4.974 -3.607 22.428
30 H -14.280 -6.663 31.190
31 H -5.808 -4.645 35.379
32 O -8.621 -5.166 32.321
33 H -9.211 -3.588 31.128
34 H -7.398 -4.080 35.875
35 C -9.703 -3.583 21.579
36 O -12.828 -4.530 30.741
37 H -10.367 3.533 23.878
38 O -10.152 -4.712 26.993
39 C -7.818 -3.367 24.864
40 O -13.645 -7.948 29.020
41 C -8.701 -5.574 22.285
42 O -14.705 -4.758 31.962
43 H -9.417 -2.595 21.223
44 O -7.386 0.998 24.519
45 H -7.488 -0.553 22.551
46 H -10.560 -3.972 21.032
47 C -12.072 -2.553 32.432
48 H -11.408 -2.911 33.211
49 O -8.783 -3.318 33.601
50 H -12.468 -7.025 25.512
51 O -8.590 -4.461 21.522
52 C -7.412 -7.559 22.592
53 H -6.623 -0.135 26.112
54 C -6.320 0.634 25.400
55 C -10.447 2.618 24.466
56 H -9.553 -5.332 30.554
57 O -12.040 -7.672 27.466
58 C -9.666 -3.751 26.198
59 H -6.827 -7.211 23.445
60 C -5.405 -2.374 22.637
61 H -7.319 -0.530 20.805
62 O -9.427 -5.744 23.231
63 H -10.459 -7.780 31.272
64 O -11.422 -7.739 29.483
65 C -12.943 -7.444 26.393
66 C -11.241 -4.324 27.834
67 C -11.478 -7.727 30.901
68 O -7.770 -6.396 21.852
69 H -3.410 -4.874 22.796
70 H -6.046 1.512 25.991
71 C -6.716 -4.172 35.025
72 H -8.297 -3.473 23.890
73 H -6.557 -3.149 34.676
74 H -12.122 -4.208 27.204
75 H -11.644 -2.799 31.462
76 H -15.358 -5.666 30.226
77 C -8.276 -4.360 33.292
78 C -15.081 -5.927 31.248
79 H -6.813 -8.233 21.992
80 C -13.571 -4.148 31.616
81 O -4.988 -1.622 23.490
82 H -12.106 -8.493 31.354
83 C -4.019 -4.141 23.315
84 O -13.364 -3.184 32.491

Atom charges from the Löwdin analysis, given in e for atoms 1 to 5: 0.10, 0.10, -0.04, -0.62, 0.10

---

Record 6
DFT (the ωB97M-V functional and the def2-TZVPD basis) results for a single H2NO4P molecule in a non-equilibrium geometry.

Output
- strongest force on any atom (eV Å⁻¹) = 5.8
- SMILES = O=NP(=O)(O)O
- charge = 0
- relative energy (zero: lowest compared OMol25 entry of this formula, charge and spin) (eV) = 0.834
- orbital gap (spin up / spin down) (eV) = 8.630 / 8.662
- spin multiplicity = 1

Cartesian coordinates (Å):
1 P 0.207 0.279 0.002
2 H 1.388 -0.334 1.538
3 O 0.322 -0.390 -1.487
4 N -1.201 -0.117 0.702
5 O 0.627 1.694 0.104
6 O -2.147 -0.696 0.185
7 H -0.075 0.390 -1.997
8 O 0.879 -0.825 0.953

Atom charges from the Löwdin analysis, given in e for atoms 1 to 5: 0.37, 0.05, -0.13, -0.12, -0.24

---

Record 7
DFT (the ωB97M-V functional and the def2-TZVPD basis) results for a molecular structure, C17H27NO2PSr in a non-equilibrium geometry.

Output
- strongest force on any atom (eV Å⁻¹) = 2.6
- charge = +1
- relative energy (zero: lowest compared OMol25 entry of this formula, charge and spin) (eV) = 0.000
- orbital gap (eV) = 4.093
- spin multiplicity = 1

Cartesian coordinates (Å):
1 H 0.160 3.900 -0.454
2 C 2.172 -2.437 1.768
3 H 0.827 -1.005 -1.794
4 H -5.380 -1.004 1.266
5 H -4.269 -2.200 1.996
6 C -1.928 0.308 -1.026
7 H -1.251 1.760 1.366
8 C -4.351 -1.209 1.538
9 H 3.284 2.540 -1.196
10 C 0.983 3.264 -0.779
11 O 2.734 -0.919 0.071
12 C -0.168 1.781 1.356
13 C -2.777 0.114 0.086
14 C 0.320 0.785 2.284
15 H -1.165 -0.643 -2.787
16 C -2.414 -2.019 -1.691
17 H 3.797 -0.207 -1.529
18 O 1.340 0.960 -2.009
19 H 0.294 0.026 -0.154
20 C 1.713 -1.693 0.519
21 H -4.006 -0.496 2.284
22 H 2.215 4.456 0.619
23 C 1.684 -0.391 -2.080
24 H 0.152 2.762 1.702
25 H 2.944 -3.171 1.566
26 C 0.836 0.009 3.058
27 H -1.099 1.825 -2.307
28 C -1.183 1.573 -1.254
29 H 1.295 -0.662 3.742
30 P 0.606 1.395 -0.429
31 C -3.228 -2.200 -0.552
32 H 1.269 -2.920 2.157
33 H 0.924 -0.982 0.862
34 H -1.764 2.375 -0.795
35 H -3.712 -3.158 -0.381
36 C 2.268 3.696 -0.163
37 H 1.059 3.371 -1.861
38 C -1.789 -0.788 -1.915
39 H 1.237 -2.338 -0.223
40 H 2.507 -1.694 2.494
41 C 2.946 -0.849 -1.334
42 Sr -0.421 -2.233 2.857
43 N 3.421 3.250 -0.469
44 H 1.873 1.289 0.229
45 H -2.940 0.939 0.764
46 C -3.427 -1.110 0.324
47 H -2.248 -2.814 -2.405
48 H 1.874 -0.643 -3.129
49 H 3.201 -1.828 -1.762

Atom charges from the Löwdin analysis, given in e for atoms 1 to 5: 0.07, -0.10, 0.07, 0.09, 0.06